Entry 1:
{"formula": "C16H24N2O3S2", "method": "ωB97M-V/def2-TZVPD", "species": ["C", "H", "H", "H", "C", "C", "C", "S", "C", "C", "C", "O", "O", "C", "H", "H", "H", "N", "C", "N", "H", "C", "C", "H", "H", "H", "H", "C", "C", "H", "C", "H", "C", "H", "H", "O", "H", "H", "H", "S", "H", "C", "H", "H", "H", "H", "H"], "coordinates": [[-1.8017, -1.7145, -4.8772], [-1.8825, -1.7324, -5.9614], [-2.6285, -2.2828, -4.4571], [-0.8718, -2.1974, -4.5908], [-1.8287, -0.2734, -4.3661], [-1.7558, -0.2339, -2.8699], [-2.8619, -0.1297, -2.0895], [-2.4946, -0.1451, -0.3794], [-0.8221, -0.3027, -0.7252], [-0.5527, -0.3394, -2.0918], [0.8172, -0.4653, -2.5494], [1.7823, -0.5232, -1.7913], [0.9592, -0.5146, -3.8787], [2.2700, -0.6405, -4.4067], [3.0047, -0.6140, -3.6002], [2.3376, -1.5884, -4.9422], [2.4383, 0.1862, -5.0972], [0.1425, -0.3840, 0.2337], [-0.0246, -0.3618, 1.5809], [1.1039, -0.5200, 2.2931], [1.9918, -0.5182, 1.8069], [1.2178, -0.3529, 3.7220], [1.9929, -1.5277, 4.3101], [2.0077, -1.4590, 5.3938], [1.5230, -2.4650, 4.0246], [3.0165, -1.5111, 3.9444], [0.2041, -0.3190, 4.1314], [1.9360, 0.9826, 4.0140], [1.1348, 2.2149, 3.5493], [1.1488, 2.9831, 4.3219], [1.8936, 2.6923, 2.3107], [1.5210, 2.1964, 1.4136], [3.3124, 2.2259, 2.6273], [3.8177, 2.9506, 3.2823], [3.9308, 2.0549, 1.7443], [3.1685, 0.9905, 3.2982], [1.8342, 3.7681, 2.1664], [0.1001, 1.9602, 3.3331], [2.1452, 1.0330, 5.0913], [-1.5233, -0.1806, 2.2697], [1.0786, -0.4856, -0.1862], [-4.2853, -0.0007, -2.5095], [-4.5874, -0.8441, -3.1296], [-4.4408, 0.9143, -3.0820], [-4.9256, 0.0305, -1.6314], [-0.9907, 0.2767, -4.7919], [-2.7544, 0.2056, -4.6889]], "homo_ev": -7.75, "lumo_ev": 0.67, "molar_mass_da": 356.5}


Entry 2:
{"formula": "C16H24N2O4S", "method": "ωB97M-V/def2-TZVPD", "species": ["C", "C", "O", "C", "C", "C", "N", "S", "O", "O", "C", "C", "C", "C", "C", "C", "H", "C", "H", "H", "C", "N", "C", "O", "C", "C", "H", "H", "H", "H", "H", "H", "H", "H", "H", "H", "H", "H", "H", "H", "H", "H", "H", "H", "H", "H", "H"], "coordinates": [[5.6934, -2.0876, -0.0662], [5.4626, -1.1496, 0.9867], [5.4427, 0.2674, 0.4453], [5.0057, 1.1527, 1.3720], [3.4817, 1.0965, 1.5855], [2.5458, 1.4883, 0.5605], [2.5289, 0.3293, -0.2463], [1.8596, 0.7769, -2.0063], [2.0301, 2.1447, -2.3878], [2.3340, -0.3435, -2.7738], [0.1133, 0.7203, -1.4158], [-0.7367, 1.7083, -1.2764], [-1.9282, 1.2556, -0.8891], [-2.4051, 0.2282, -0.6170], [-1.6142, -0.9754, -1.0545], [-0.3670, -0.8097, -1.1880], [0.4002, -1.7610, -1.4859], [-2.4059, -2.2874, -0.6483], [-2.2874, -2.7169, -1.7098], [-1.9440, -2.7997, 0.1676], [-3.8182, -1.7515, -0.4176], [-3.8178, -0.1933, -0.1262], [-4.7456, 0.6429, 0.1299], [-4.6956, 1.7845, 0.2867], [-6.0334, -0.0225, 0.1745], [-7.0457, 0.8220, 0.7669], [-6.8136, 1.2180, 1.6254], [-7.2803, 1.6308, -0.0896], [-8.1279, 0.2384, 1.1365], [-6.3044, -0.8370, -0.3686], [-5.8373, -0.7581, 1.2054], [-4.0955, -2.1620, 0.5258], [-4.4938, -2.0191, -1.0364], [-2.6123, 2.1510, -0.5925], [-0.2494, 2.5326, -1.2973], [3.6150, 0.3504, -0.5337], [2.9839, 2.4961, -0.1573], [1.5569, 1.7525, 1.0714], [3.0984, 0.3823, 2.2006], [3.2072, 2.1988, 2.5660], [5.6081, 0.9701, 2.4856], [5.1298, 2.1900, 1.1626], [5.9709, -1.2480, 1.8150], [4.2857, -1.5465, 1.4499], [4.7734, -1.9618, -0.9936], [6.7549, -1.8803, -0.6016], [5.7773, -3.2177, 0.2598]], "homo_ev": -9.19, "lumo_ev": 0.45, "molar_mass_da": 340.4}


Entry 3:
{"formula": "C16H24N2O5RuS5", "method": "ωB97M-V/def2-TZVPD", "species": ["Ru", "C", "C", "S", "C", "C", "S", "C", "C", "S", "C", "C", "S", "H", "H", "H", "H", "H", "H", "H", "H", "H", "H", "H", "H", "H", "H", "H", "H", "O", "C", "C", "O", "C", "C", "O", "C", "O", "O", "C", "N", "C", "S", "N", "C", "H", "H", "H", "H", "H", "H", "H", "H"], "coordinates": [[-0.3486, -0.2228, 0.3563], [3.0807, -1.6796, 0.8268], [2.4837, -1.9612, 2.2035], [0.6814, -2.1294, 2.1163], [0.2379, -1.5202, 3.7470], [-1.2638, -1.2622, 3.7727], [-1.9155, -0.2308, 2.4267], [-1.7185, 1.4358, 3.0516], [-0.3062, 1.9435, 3.1091], [0.4302, 1.9819, 1.4609], [2.1381, 1.5804, 1.9409], [2.9679, 1.1899, 0.7365], [2.3979, -0.2854, -0.0950], [2.8933, -2.5199, 0.1566], [4.1602, -1.5464, 0.9066], [2.7263, -1.1771, 2.9198], [2.8957, -2.8974, 2.5790], [0.8150, -0.6242, 3.9726], [0.4908, -2.2822, 4.4843], [-1.5592, -0.7947, 4.7129], [-1.8087, -2.2018, 3.6788], [-2.1748, 1.4809, 4.0421], [-2.3245, 2.0383, 2.3735], [0.3279, 1.3313, 3.7456], [-0.3042, 2.9586, 3.5074], [2.0841, 0.7824, 2.6770], [2.5727, 2.4648, 2.4101], [4.0206, 1.0838, 1.0010], [2.8951, 1.9596, -0.0348], [0.5806, -3.2908, -5.0330], [0.3270, -2.7120, -4.0398], [0.1723, -1.1822, -3.8626], [0.0519, -0.3743, -4.7293], [0.1034, -0.9777, -2.4161], [-0.0957, -2.1936, -1.7250], [-0.3917, -2.2104, -0.5206], [0.1041, -3.3444, -2.6214], [0.1255, -4.5003, -2.3678], [0.1461, 0.1009, -1.8167], [-0.8113, 3.2013, -3.2990], [-1.3238, 2.6599, -2.0472], [-2.0270, 1.5375, -1.9622], [-2.4069, 0.8840, -0.3804], [-2.4955, 1.0024, -3.0783], [-3.2320, -0.2530, -3.2048], [-0.1770, 4.0536, -3.0751], [-1.6269, 3.5479, -3.9363], [-0.2212, 2.4498, -3.8294], [-0.9510, 2.9974, -1.1756], [-2.1818, 1.4074, -3.9471], [-3.3124, -0.7245, -2.2309], [-2.7031, -0.9114, -3.8922], [-4.2294, -0.0634, -3.5945]], "multiplicity": 2, "s2": 0.76, "homo_ev": [-9.60, -9.58], "lumo_ev": [-4.32, -4.40], "charge": 1, "molar_mass_da": 585.8}


Entry 4:
{"formula": "C16H24OPtS4", "method": "ωB97M-V/def2-TZVPD", "species": ["Pt", "C", "C", "S", "C", "C", "S", "C", "C", "S", "C", "C", "S", "H", "H", "H", "H", "H", "H", "H", "H", "H", "H", "H", "H", "H", "H", "H", "H", "C", "C", "O", "C", "C", "C", "C", "C", "C", "H", "H", "H", "H", "H", "H", "H", "H"], "coordinates": [[-0.3891, -0.0055, -0.3471], [0.5480, 2.1174, 2.0315], [1.5594, 1.0241, 2.3165], [1.1103, -0.6343, 1.7093], [-0.2561, -1.0377, 2.8644], [-1.2041, -2.0669, 2.2851], [-2.0405, -1.5846, 0.7465], [-3.3538, -0.4505, 1.2921], [-3.9017, 0.2472, 0.0582], [-2.6913, 1.2718, -0.8422], [-2.4706, 2.6023, 0.3923], [-1.1787, 3.3566, 0.1660], [0.3167, 2.3206, 0.2324], [0.9244, 3.0689, 2.4097], [-0.4177, 1.9138, 2.4932], [1.7249, 0.9429, 3.3906], [2.5173, 1.2417, 1.8428], [-0.7771, -0.1179, 3.1290], [0.2080, -1.4458, 3.7625], [-1.9739, -2.3225, 3.0133], [-0.6706, -2.9812, 2.0210], [-2.9715, 0.2453, 2.0371], [-4.1392, -1.0554, 1.7473], [-4.7398, 0.8921, 0.3194], [-4.2482, -0.4825, -0.6744], [-2.5138, 2.1704, 1.3909], [-3.3108, 3.2875, 0.2752], [-1.0529, 4.1415, 0.9116], [-1.1631, 3.8176, -0.8216], [0.9758, -3.6061, -2.7471], [0.7762, -2.3000, -2.0636], [-0.2417, -2.0804, -1.3984], [1.8131, -1.2527, -2.1726], [3.1704, -1.5467, -2.1389], [4.1017, -0.5199, -2.2000], [3.6853, 0.7989, -2.3303], [2.3317, 1.0976, -2.3881], [1.3889, 0.0807, -2.2912], [0.0303, -4.1334, -2.8489], [1.6483, -4.2286, -2.1487], [1.4427, -3.4627, -3.7202], [3.5022, -2.5729, -2.0437], [5.1568, -0.7561, -2.1651], [4.4183, 1.5897, -2.4153], [2.0118, 2.1206, -2.5391], [0.3437, 0.2951, -2.5411]], "multiplicity": 3, "s2": 2.01, "homo_ev": [-14.12, -15.03], "lumo_ev": [-5.78, -7.94], "charge": 2, "molar_mass_da": 555.7}